[1]
Density functional theory data (ωB97M-V with the def2-TZVPD basis set) for 2 unconnected molecules or ions with the total composition C2H5FSi in a non-equilibrium geometry.

## Properties
- Maximum force: 4.8 eV/A
- DFT total energy: -468.42050 Ha
- E_HOMO: -10.258 eV

XYZ file:
```
9
Properties=species:S:1:pos:R:3:forces:R:3
C -1.9274 -0.3109 -0.8028 -0.626 -0.625 0.753
C -0.8193 0.3544 -0.4658 -0.820 3.401 -1.813
F -3.0079 0.2323 -1.4074 0.532 0.523 -0.153
Si 0.7748 -0.0789 0.3707 1.287 0.213 1.195
H -2.2868 -1.3577 -0.5591 1.373 1.090 -0.053
H -0.8126 1.9182 -0.9719 -0.142 -4.549 1.407
H 0.7946 -1.3765 1.2178 -0.200 0.622 -1.082
H 1.0484 0.9210 1.5265 -0.266 -0.459 -1.089
H 1.9749 0.0176 -0.6293 -1.140 -0.217 0.836
```
Forces are in eV/Å.

Löwdin population analysis, charges in e, atoms 1 to 5:
1 C -0.300
2 C -0.334
3 F -0.026
4 Si 0.524
5 H 0.131

---

[2]
Density functional theory data (ωB97M-V with the def2-TZVPD basis set) for 2 unconnected molecules or ions with the total composition C2H5IN2 in a non-equilibrium geometry.

## Properties
- Maximum force: 3.0 eV/A
- DFT total energy: -486.22833 Ha
- E_HOMO: -8.150 eV

XYZ file:
```
10
Properties=species:S:1:pos:R:3:forces:R:3
C 1.5834 0.7231 0.0571 -0.090 0.504 -1.698
C 0.1680 1.0608 0.0523 -1.594 -1.484 0.777
N 0.3055 -0.2179 -0.0485 1.757 2.376 0.589
N -0.2392 -1.3467 -0.2400 0.050 -1.705 0.545
I -3.4719 -0.1851 0.0179 -0.410 0.157 0.038
H 2.0441 0.9715 -0.8935 0.284 -0.497 -0.342
H 2.3403 0.8631 0.8165 -0.573 -0.865 1.062
H -0.6921 1.6691 0.3188 0.474 0.125 -0.350
H 0.3683 -2.1580 0.0274 -0.173 1.357 -0.607
H -2.4064 -1.3798 -0.1080 0.277 0.031 -0.015
```
Forces are in eV/Å.

Löwdin population analysis, charges in e, atoms 1 to 5:
1 C -0.019
2 C -0.092
3 N -0.213
4 N -0.002
5 I 0.379

---

[3]
Density functional theory data (ωB97M-V with the def2-TZVPD basis set) for a molecular structure, C2H5IN2S in a non-equilibrium geometry.

## Properties
- Maximum force: 2.5 eV/A
- DFT total energy: -884.44110 Ha
- E_HOMO (spin up / spin down): -7.156 / -7.051 eV

XYZ file:
```
11
Properties=species:S:1:pos:R:3:forces:R:3
C 0.9682 -1.4190 0.4189 -0.828 1.839 0.944
C 0.2698 0.9430 0.6606 -0.218 -1.806 -1.758
N 1.2536 -2.0426 1.4063 -0.109 0.071 0.738
N -1.5591 1.2919 -1.3267 0.875 -0.749 0.447
S 0.1806 1.1752 -1.0588 -1.526 0.906 1.094
I 0.9308 -1.8733 -1.6903 0.046 -0.547 -0.772
H 1.2116 0.8742 1.1941 -0.251 0.588 -0.192
H -0.7124 0.9785 1.1587 0.843 -0.149 0.029
H 1.4963 -2.9927 1.6077 0.240 -0.439 -0.399
H -2.1289 0.9650 -0.5339 0.478 0.401 -0.773
H -1.9106 2.0998 -1.8366 0.447 -0.115 0.641
```
Forces are in eV/Å.

Löwdin population analysis, charges in e, atoms 1 to 5:
1 C -0.767
2 C -0.360
3 N 0.013
4 N -0.322
5 S 0.674

---

[4]
Density functional theory data (ωB97M-V with the def2-TZVPD basis set) for C2H5IN2S in the gas phase in a non-equilibrium geometry.

## Properties
- Structure (SMILES): [H]/N=C(\I)CSN
- Maximum force: 4.4 eV/A
- DFT total energy: -884.53117 Ha
- E_HOMO: -9.103 eV

XYZ file:
```
11
Properties=species:S:1:pos:R:3:forces:R:3
H 1.5456 0.2815 1.7672 0.249 0.465 -0.181
N 0.6264 0.1695 1.3769 0.280 -1.890 1.408
C 0.1605 0.8782 0.5034 -0.434 2.911 -1.646
I 1.1655 2.6606 -0.3382 0.086 -0.370 0.143
C -1.1568 0.7247 -0.0868 0.429 -4.408 0.325
S -0.5811 -0.7571 -1.6412 -1.202 1.826 0.987
N 0.4324 -1.8499 -0.9414 -0.928 -1.016 3.754
H -1.6840 1.3619 -0.7257 -0.134 1.440 -0.558
H -1.7914 0.1955 0.6787 0.399 0.378 -1.118
H -0.0096 -2.2300 0.0023 0.989 0.549 -2.690
H 1.2925 -1.4350 -0.5952 0.267 0.115 -0.423
```
Forces are in eV/Å.

Löwdin population analysis, charges in e, atoms 1 to 5:
1 H 0.064
2 N 0.080
3 C -0.961
4 I 0.663
5 C -0.314

---

[5]
Density functional theory data (ωB97M-V with the def2-TZVPD basis set) for C2H5IO2 in the gas phase in a non-equilibrium geometry.

## Properties
- Structure (SMILES): CO[C@H](O)I
- Maximum force: 3.4 eV/A
- DFT total energy: -527.33753 Ha
- E_HOMO: -8.995 eV

XYZ file:
```
10
Properties=species:S:1:pos:R:3:forces:R:3
C -0.0691 -1.2574 -0.7309 1.211 -0.726 1.640
O 0.1892 0.0836 -0.5732 0.612 2.208 -0.271
C -0.2732 0.8206 0.4342 -0.589 -0.826 1.671
O -0.1645 2.1357 0.1888 -0.737 -0.821 0.433
I 1.2934 0.3003 2.2278 -0.558 0.123 -0.310
H 0.5474 -1.5712 -1.5278 0.377 -0.565 -0.887
H -1.0666 -1.3532 -0.8826 -3.161 -0.632 -1.184
H 0.1023 -1.8659 0.1539 0.686 0.150 0.371
H -1.2416 0.5401 0.9446 1.098 0.266 -0.786
H 0.6827 2.1674 -0.2347 1.060 0.823 -0.678
```
Forces are in eV/Å.

Löwdin population analysis, charges in e, atoms 1 to 5:
1 C -0.087
2 O -0.178
3 C -0.666
4 O 0.011
5 I 0.444

---

[6]
Density functional theory data (ωB97M-V with the def2-TZVPD basis set) for 2 unconnected molecules or ions with the total composition C2H5IO3S in a non-equilibrium geometry.

## Properties
- Structure (SMILES): C=[S@](=O)(O)I.C=O
- Maximum force: 2.6 eV/A
- DFT total energy: -1000.66977 Ha
- E_HOMO (spin up / spin down): -8.898 / -8.896 eV

XYZ file:
```
12
Properties=species:S:1:pos:R:3:forces:R:3
C 0.2714 0.9867 1.0945 0.360 -1.673 -1.848
S 1.5734 0.8922 0.0767 -1.995 0.031 -0.446
O 2.2592 2.1308 -0.0836 0.856 0.077 -0.183
O 0.8613 0.3918 -1.2885 2.390 0.980 0.395
I 3.4221 -0.9024 0.0206 -0.540 0.536 0.118
H -0.3325 0.0847 1.0309 0.077 0.094 0.098
H 0.4172 1.3373 2.0557 0.563 0.923 1.710
H -0.0088 0.1050 -1.0319 -1.092 -0.588 0.194
C -2.0914 -1.2549 -0.4901 -0.969 -0.267 0.492
O -0.8952 -1.3606 -0.6408 -1.550 -0.265 -0.079
H -2.8747 -2.0467 -0.7066 1.160 0.200 -0.159
H -2.6021 -0.3639 -0.0370 0.739 -0.048 -0.291
```
Forces are in eV/Å.

Löwdin population analysis, charges in e, atoms 1 to 5:
1 C -0.196
2 S 0.355
3 O -0.385
4 O -0.294
5 I 0.425

---

[7]
Density functional theory data (ωB97M-V with the def2-TZVPD basis set) for C2H5IS in the gas phase in a non-equilibrium geometry.

## Properties
- Structure (SMILES): C[C@H](S)I
- Maximum force: 1.8 eV/A
- DFT total energy: -775.05498 Ha
- E_HOMO: -9.298 eV

XYZ file:
```
9
Properties=species:S:1:pos:R:3:forces:R:3
C 0.4942 -0.7930 -0.0678 0.125 0.967 0.995
C -0.4725 0.4363 -0.3195 0.060 -1.103 0.746
S -0.0871 1.9914 0.5990 0.363 -1.800 -0.064
I -2.4988 -0.3917 -0.1584 -0.048 0.501 0.298
H 1.1941 -0.7295 -0.9006 0.196 -0.484 0.104
H 1.1001 -0.6763 0.8972 -0.992 -0.227 -1.264
H -0.0624 -1.7615 -0.0438 0.673 0.923 -0.138
H -0.4819 0.6276 -1.3691 0.129 0.447 -0.495
H 0.8142 1.2966 1.3631 -0.508 0.776 -0.182
```
Forces are in eV/Å.

Löwdin population analysis, charges in e, atoms 1 to 5:
1 C -0.237
2 C -1.115
3 S 0.642
4 I 0.691
5 H 0.063

---

[8]
Density functional theory data (ωB97M-V with the def2-TZVPD basis set) for a molecular structure, C2H5IS2 in a non-equilibrium geometry.

## Properties
- Maximum force: 4.7 eV/A
- DFT total energy: -1173.17223 Ha
- E_HOMO: -8.858 eV

XYZ file:
```
10
Properties=species:S:1:pos:R:3:forces:R:3
C -0.0284 -0.9845 -0.3965 1.799 -1.948 2.316
C 0.7679 0.0972 0.2257 -2.389 0.998 3.910
S -1.4706 2.1872 0.3253 -0.340 -1.805 -0.342
S 0.3890 1.7351 -0.3922 0.839 0.567 -0.486
I 2.7695 -0.2993 0.0353 1.145 0.064 0.229
H 0.3176 -1.3482 -1.3242 0.088 0.238 -1.461
H -0.9976 -0.6652 -0.3053 -2.693 0.177 -0.480
H 0.1074 -1.8623 0.2808 -0.384 0.435 -0.434
H 0.1337 0.1500 1.7369 2.015 -0.145 -3.705
H -1.9886 0.9899 -0.1859 -0.080 1.419 0.452
```
Forces are in eV/Å.

Löwdin population analysis, charges in e, atoms 1 to 5:
1 C -0.321
2 C -1.355
3 S 0.314
4 S 0.305
5 I 0.877

---

Energy relative to the best compared isomer or geometry (same formula, charge and spin) list, top to bottom, in kcal/mol: 94.1; 80.8; 69.1; 12.6; 26.1; 39.0; 7.1; 61.9